[1]
{
  "formula": "C6H6F2",
  "method": "the ωB97M-V functional and the def2-TZVPD basis",
  "charge": 0,
  "relative_energy_ev": 1.878,
  "total_energy_ev": -11751.5883,
  "homo_ev": -9.178,
  "smiles": "C=C1C=C(C)C1(F)F",
  "lumo_energy_ev": 0.9,
  "symbols": ["C", "C", "C", "C", "C", "C", "F", "F", "H", "H", "H", "H", "H", "H"],
  "coordinates": [[-2.062283, 0.882871, -1.596101], [-1.002577, 0.755689, -0.875434], [-0.672605, 0.149857, 0.440147], [0.602866, -0.107349, 0.106011], [1.751769, -0.842561, 0.706616], [0.486110, 0.671201, -1.184394], [1.090364, 1.883460, -1.248639], [0.935802, -0.013526, -2.251584], [-1.854033, 1.249757, -2.624508], [-3.021456, 0.569521, -1.087995], [-1.509444, 0.022074, 1.157066], [2.661928, -0.978813, -0.025544], [1.471804, -1.773552, 0.999176], [2.164403, -0.403941, 1.549095]],
  "atomic_forces_ev_per_a": [[-1.80, 0.28, -0.86], [2.17, -1.00, 1.17], [-1.84, 0.36, -0.64], [0.53, 0.42, 0.98], [1.89, 1.22, -3.57], [0.02, -0.01, 0.44], [0.39, 0.23, 0.18], [-0.16, -0.20, -0.74], [-1.14, -0.46, 0.66], [0.79, 0.82, -1.32], [1.40, -0.44, 0.18], [-1.94, 0.37, 1.10], [-0.94, -2.91, 0.73], [0.63, 1.33, 1.69]],
  "lowdin_charge": [0.054, -0.251, 0.067, -0.136, -0.013, -0.478, 0.102, 0.112, 0.092, 0.093, 0.132, 0.134, 0.040, 0.054]
}


[2]
{
  "formula": "C9H14",
  "method": "the ωB97M-V functional and the def2-TZVPD basis",
  "charge": 0,
  "relative_energy_ev": 2.505,
  "total_energy_ev": -9557.6762,
  "homo_ev": -8.913,
  "smiles": "Cc1ccccc1.CC",
  "lumo_energy_ev": 1.0,
  "symbols": ["C", "C", "C", "C", "C", "C", "C", "H", "H", "H", "H", "H", "H", "H", "H", "C", "C", "H", "H", "H", "H", "H", "H"],
  "coordinates": [[-0.832590, 1.670548, 0.373665], [0.311053, 0.916478, 0.919273], [1.531617, 1.528343, 0.580635], [2.591176, 0.841160, 1.051757], [2.533472, -0.317554, 1.834968], [1.290702, -0.871848, 2.165542], [0.164336, -0.274884, 1.620711], [-0.964256, 1.764908, -0.694779], [-0.721615, 2.668272, 0.591239], [-1.854311, 1.406805, 0.899090], [1.566742, 2.508311, 0.014071], [3.598663, 1.183052, 0.788274], [3.523940, -0.703002, 2.227033], [1.262578, -1.755526, 2.599332], [-0.831796, -0.654962, 1.792132], [-2.011862, -1.914048, -1.910858], [-1.453570, -0.606314, -2.224043], [-2.224527, -2.055078, -0.900556], [-2.826981, -2.221921, -2.403027], [-1.096415, -2.618580, -2.248093], [-0.972453, 0.047963, -1.464626], [-2.176483, -0.041533, -2.909417], [-0.407416, -0.500584, -2.702320]],
  "atomic_forces_ev_per_a": [[-3.68, -1.27, 1.18], [-0.49, 0.84, -1.35], [-1.36, -0.20, 0.31], [3.16, -0.19, 0.10], [0.51, 0.00, 0.61], [1.35, 3.62, -2.91], [0.35, 0.90, 0.07], [0.00, -0.85, -0.37], [0.43, 2.57, 1.06], [1.81, 0.19, -1.33], [0.07, -1.50, 0.72], [-0.24, 0.02, 0.23], [-1.52, 0.18, -0.56], [-0.34, -3.89, 2.43], [-0.06, -0.11, -0.02], [5.94, -2.18, 0.16], [1.80, 4.35, -2.15], [-0.04, -0.31, 1.87], [-2.94, -0.71, -2.31], [-2.41, 0.64, 1.17], [-1.99, -0.53, 0.66], [1.23, -0.13, 1.16], [-1.61, -1.42, -0.74]],
  "lowdin_charge": [-0.096, -0.296, -0.054, -0.128, -0.079, -0.070, -0.038, 0.063, 0.038, 0.130, 0.144, 0.104, 0.120, 0.051, 0.109, -0.174, -0.213, 0.040, 0.015, 0.127, 0.023, 0.093, 0.091]
}